(1)
The following is a DFT calculation (wB97M-V/def2-TZVPD) of a structure of composition C23H52O3P4STl in a non-equilibrium geometry.

## Properties
LUMO level (spin up / spin down) in eV: -10.27 / -12.14
Energy relative to the best compared isomer or geometry (same formula, charge and spin) in eV: 0.8506
HOMO (spin up / spin down) in eV: -15.58 / -15.58
Net charge: +3
Kohn-Sham gap (spin up / spin down) in eV: 5.3 / 3.4

Cartesian coordinates (Å):
1 Tl -0.42 -0.30 -2.36
2 P -2.21 2.26 0.01
3 P -2.56 -1.48 0.47
4 P 1.77 2.25 -0.84
5 H -0.92 -5.44 -3.69
6 C 0.12 -5.20 -3.93
7 C 1.05 -5.05 -2.96
8 H 0.79 -5.12 -1.90
9 C -3.33 2.23 -1.45
10 C -3.46 2.73 1.28
11 C -1.44 3.90 -0.23
12 C -1.70 -3.05 0.48
13 C -2.33 -0.67 2.05
14 C -4.31 -1.67 0.12
15 C 3.13 1.08 -1.27
16 C 2.82 3.56 -0.08
17 C 1.51 3.07 -2.47
18 H 0.37 -5.10 -4.99
19 H 2.10 -4.82 -3.20
20 H -4.01 3.10 -1.42
21 H -3.92 1.31 -1.45
22 H -2.74 2.27 -2.38
23 H -3.89 3.71 1.01
24 H -2.98 2.81 2.27
25 H -4.26 1.98 1.33
26 H -2.21 4.68 -0.17
27 H -0.94 3.95 -1.21
28 H -0.69 4.07 0.55
29 H -2.40 -3.83 0.82
30 H -0.83 -3.02 1.14
31 H -1.38 -3.30 -0.54
32 H -2.85 -1.23 2.84
33 H -2.75 0.35 2.02
34 H -1.27 -0.61 2.32
35 H -4.71 -2.47 0.75
36 H -4.45 -1.92 -0.94
37 H -4.85 -0.73 0.35
38 H 3.63 1.39 -2.20
39 H 2.73 0.07 -1.40
40 H 3.85 1.07 -0.44
41 H 3.72 3.73 -0.70
42 H 3.13 3.24 0.92
43 H 2.24 4.49 -0.01
44 H 2.34 2.85 -3.16
45 H 1.41 4.15 -2.31
46 H 0.58 2.71 -2.94
47 C 1.37 -1.00 -5.43
48 C 0.73 -0.54 -6.60
49 C 0.76 -1.31 -7.76
50 C 1.39 -2.56 -7.75
51 C 2.00 -3.04 -6.59
52 C 1.98 -2.28 -5.43
53 S 1.49 0.03 -4.09
54 H -2.06 -0.67 -0.62
55 H 0.26 0.44 -6.55
56 H 0.29 -0.93 -8.67
57 H 1.40 -3.16 -8.66
58 H 2.49 -4.02 -6.59
59 H 2.44 -2.63 -4.50
60 C 2.38 -2.94 3.98
61 C 0.92 -2.62 3.73
62 O 0.68 -1.34 3.07
63 P 1.73 -0.06 3.33
64 O 1.87 -0.06 4.95
65 C 0.93 0.43 5.96
66 C -0.51 0.05 5.76
67 O 0.74 1.25 3.10
68 C 1.26 2.57 3.41
69 C 0.09 3.47 3.69
70 H 2.98 -2.79 3.08
71 H 2.44 -3.99 4.28
72 H 2.77 -2.33 4.80
73 H 0.47 -3.38 3.08
74 H 0.35 -2.63 4.67
75 H 1.31 0.00 6.89
76 H 1.04 1.52 6.03
77 H -0.94 0.53 4.88
78 H -0.64 -1.03 5.72
79 H -1.07 0.41 6.63
80 H 1.94 2.53 4.28
81 H 1.84 2.93 2.54
82 H -0.46 3.13 4.57
83 H 0.46 4.48 3.91
84 H -0.60 3.54 2.84

(2)
The following is a DFT calculation (wB97M-V/def2-TZVPD) of a cluster of 4 separate species, C23H53BBrO10 in total in a non-equilibrium geometry.

## Properties
LUMO level in eV: 2.58
Energy relative to the best compared isomer or geometry (same formula, charge and spin) in eV: 0.0000
HOMO in eV: -5.14
Net charge: -1
Kohn-Sham gap in eV: 7.7

Cartesian coordinates (Å):
1 C -2.66 -0.77 0.46
2 C -2.77 -0.81 -1.06
3 O -1.47 -0.88 -1.62
4 C -1.12 0.27 -2.41
5 C 0.33 0.11 -2.85
6 O 1.15 1.19 -2.52
7 B 1.90 1.15 -1.28
8 Br 0.68 1.14 0.41
9 C 2.97 -0.15 -1.21
10 C 2.56 -1.23 -0.27
11 O 1.85 -2.19 -0.54
12 C 2.76 2.54 -1.18
13 C 3.67 2.69 -2.43
14 C 3.33 3.91 -3.30
15 C 4.07 5.19 -2.93
16 O 3.19 6.11 -2.30
17 C 3.73 7.39 -2.19
18 H -1.77 -0.19 0.71
19 H -3.52 -0.28 0.92
20 H -2.51 -1.76 0.87
21 H -3.29 -1.73 -1.34
22 H -3.33 0.04 -1.45
23 H -1.79 0.26 -3.27
24 H -1.24 1.18 -1.82
25 H 0.69 -0.86 -2.48
26 H 0.33 0.04 -3.95
27 H 3.05 -0.63 -2.18
28 H 3.94 0.20 -0.87
29 H 2.97 -1.17 0.77
30 H 3.40 2.50 -0.30
31 H 2.09 3.40 -1.12
32 H 4.72 2.79 -2.12
33 H 3.62 1.81 -3.06
34 H 3.52 3.70 -4.35
35 H 2.26 4.13 -3.21
36 H 4.90 4.97 -2.25
37 H 4.51 5.68 -3.81
38 H 4.03 7.78 -3.17
39 H 4.59 7.42 -1.51
40 H 2.96 8.05 -1.79
41 C -3.30 -3.35 -7.87
42 O -3.87 -3.68 -6.61
43 C -2.94 -3.65 -5.54
44 C -3.02 -2.36 -4.75
45 O -2.64 -1.24 -5.53
46 C -3.74 -0.50 -6.01
47 H -4.12 -3.17 -8.56
48 H -2.69 -2.45 -7.81
49 H -2.69 -4.18 -8.24
50 H -1.92 -3.79 -5.92
51 H -3.17 -4.49 -4.88
52 H -2.32 -2.42 -3.91
53 H -4.02 -2.23 -4.34
54 H -4.19 0.10 -5.21
55 H -4.51 -1.14 -6.44
56 H -3.38 0.18 -6.78
57 C -1.87 2.77 6.36
58 O -0.72 1.96 6.56
59 C -0.78 0.73 5.86
60 C -0.03 0.77 4.55
61 O -0.61 1.66 3.62
62 C 0.06 2.90 3.49
63 H -1.63 3.77 6.74
64 H -2.13 2.84 5.31
65 H -2.72 2.37 6.93
66 H -1.82 0.45 5.68
67 H -0.33 -0.03 6.50
68 H -0.06 -0.23 4.10
69 H 1.02 1.02 4.72
70 H 1.01 2.76 2.97
71 H 0.23 3.38 4.46
72 H -0.58 3.54 2.89
73 C 1.34 -3.20 3.91
74 O 0.55 -2.69 4.98
75 C -0.76 -3.22 5.02
76 C -0.90 -4.30 6.08
77 O -0.11 -5.44 5.79
78 C 1.12 -5.47 6.50
79 H 2.37 -2.91 4.11
80 H 1.28 -4.29 3.85
81 H 1.03 -2.76 2.96
82 H -1.04 -3.61 4.04
83 H -1.44 -2.40 5.27
84 H -1.94 -4.63 6.11
85 H -0.64 -3.89 7.06
86 H 0.95 -5.72 7.55
87 H 1.64 -4.51 6.44
88 H 1.74 -6.24 6.04

(3)
The following is a DFT calculation (wB97M-V/def2-TZVPD) of a cluster of 3 separate species, C23H53BNO5S2 in total in a non-equilibrium geometry.

## Properties
LUMO level in eV: 1.91
HOMO in eV: -4.58
Net charge: -1
Kohn-Sham gap in eV: 6.5

Cartesian coordinates (Å):
1 C -1.38 5.93 0.30
2 O -1.55 7.17 -0.40
3 C -1.25 7.08 -1.78
4 C -2.48 6.67 -2.60
5 C -2.16 5.64 -3.72
6 C -3.06 4.42 -3.60
7 C -2.64 3.24 -4.48
8 C -1.28 2.65 -4.13
9 C -1.38 1.56 -3.02
10 C -0.93 0.21 -3.58
11 C -0.68 -0.88 -2.52
12 C 0.35 -1.88 -3.05
13 C 0.21 -3.25 -2.34
14 C 0.84 -3.28 -0.95
15 B 0.08 -4.23 0.18
16 C -0.67 -5.54 -0.44
17 O -1.61 -6.06 0.57
18 C -1.43 -7.42 0.85
19 C 1.24 -4.82 1.25
20 C 1.46 -3.87 2.34
21 O 0.99 -3.97 3.43
22 N 2.27 -2.72 1.99
23 C 3.58 -2.77 2.65
24 C 1.56 -1.46 2.22
25 H -0.48 5.99 0.90
26 H -2.25 5.80 0.95
27 H -1.36 5.09 -0.40
28 H -0.89 8.05 -2.11
29 H -0.44 6.35 -1.92
30 H -2.93 7.54 -3.07
31 H -3.18 6.21 -1.91
32 H -2.30 6.09 -4.70
33 H -1.11 5.39 -3.64
34 H -4.06 4.74 -3.91
35 H -3.14 4.07 -2.57
36 H -3.41 2.48 -4.50
37 H -2.59 3.62 -5.51
38 H -0.85 2.20 -5.02
39 H -0.58 3.41 -3.80
40 H -2.39 1.53 -2.63
41 H -0.70 1.82 -2.21
42 H -1.65 -0.16 -4.31
43 H 0.01 0.39 -4.11
44 H -0.33 -0.43 -1.60
45 H -1.62 -1.41 -2.37
46 H 0.09 -2.05 -4.10
47 H 1.37 -1.51 -2.93
48 H -0.86 -3.45 -2.33
49 H 0.72 -3.98 -2.97
50 H 0.80 -2.25 -0.57
51 H 1.91 -3.49 -1.02
52 H -0.69 -3.54 0.83
53 H -1.29 -5.35 -1.32
54 H 0.07 -6.33 -0.64
55 H -1.21 -8.01 -0.04
56 H -0.68 -7.55 1.64
57 H -2.38 -7.79 1.25
58 H 0.94 -5.78 1.66
59 H 2.20 -4.97 0.75
60 H 4.03 -1.79 2.67
61 H 4.23 -3.39 2.04
62 H 3.54 -3.24 3.64
63 H 0.50 -1.64 2.13
64 H 1.79 -1.02 3.19
65 H 1.86 -0.77 1.43
66 C 7.09 -6.10 2.43
67 S 6.66 -4.60 3.33
68 O 6.63 -3.50 2.34
69 C 8.23 -4.46 4.20
70 H 6.25 -6.35 1.78
71 H 7.98 -5.93 1.83
72 H 7.25 -6.91 3.14
73 H 9.05 -4.40 3.48
74 H 8.36 -5.32 4.85
75 H 8.20 -3.55 4.80
76 C -5.23 6.03 2.98
77 S -3.73 6.22 3.95
78 O -2.78 5.17 3.50
79 C -4.44 5.69 5.51
80 H -5.00 6.29 1.95
81 H -5.58 5.00 3.04
82 H -5.99 6.71 3.36
83 H -4.83 4.68 5.41
84 H -5.23 6.38 5.81
85 H -3.65 5.69 6.26

(4)
The following is a DFT calculation (wB97M-V/def2-TZVPD) of a cluster of 11 separate species, C23H53Br12N3O8 in total in a non-equilibrium geometry.

## Properties
LUMO level in eV: 0.03
HOMO in eV: -9.79
Kohn-Sham gap in eV: 9.8

Cartesian coordinates (Å):
1 C 6.81 -16.21 16.35
2 N 6.88 -15.28 17.51
3 O 7.66 -15.52 18.41
4 O 6.17 -14.31 17.43
5 H 6.94 -15.57 15.48
6 H 5.79 -16.59 16.39
7 H 7.56 -16.98 16.39
8 C 7.31 -17.35 21.16
9 N 6.87 -18.62 21.79
10 O 6.42 -19.46 21.02
11 O 6.96 -18.75 22.97
12 H 6.45 -16.69 21.23
13 H 7.65 -17.53 20.15
14 H 8.13 -16.95 21.75
15 C 7.96 -23.68 14.02
16 N 9.12 -23.09 13.31
17 O 10.00 -23.83 12.89
18 O 9.15 -21.87 13.26
19 H 7.07 -23.20 13.64
20 H 8.14 -23.43 15.06
21 H 7.93 -24.74 13.86
22 Br 8.72 -19.17 17.97
23 C 6.95 -19.76 17.49
24 C 7.07 -21.01 16.64
25 Br 7.71 -22.49 17.75
26 H 6.45 -18.99 16.91
27 H 6.40 -19.98 18.39
28 H 7.84 -20.84 15.88
29 H 6.16 -21.35 16.16
30 Br 10.50 -24.29 16.46
31 C 11.11 -22.47 16.21
32 C 11.35 -21.84 17.56
33 Br 12.23 -20.14 17.34
34 H 10.38 -21.92 15.63
35 H 12.06 -22.51 15.68
36 H 11.95 -22.52 18.16
37 H 10.42 -21.72 18.10
38 Br 7.95 -18.73 13.89
39 C 9.80 -18.44 13.49
40 C 10.54 -18.01 14.71
41 Br 10.02 -16.17 15.18
42 H 9.89 -17.71 12.69
43 H 10.25 -19.36 13.11
44 H 11.62 -17.94 14.61
45 H 10.39 -18.61 15.59
46 Br 3.66 -17.23 21.11
47 C 3.33 -16.05 19.62
48 C 3.30 -16.79 18.33
49 Br 3.01 -15.52 16.91
50 H 4.10 -15.29 19.64
51 H 2.41 -15.51 19.81
52 H 2.47 -17.49 18.36
53 H 4.24 -17.29 18.14
54 Br 10.44 -19.44 21.47
55 C 9.43 -21.06 21.03
56 C 10.30 -22.23 21.30
57 Br 9.30 -23.84 20.88
58 H 9.27 -20.99 19.96
59 H 8.52 -21.02 21.61
60 H 10.56 -22.33 22.35
61 H 11.22 -22.19 20.73
62 Br 4.90 -21.52 13.00
63 C 3.73 -23.07 13.01
64 C 3.22 -23.35 14.40
65 Br 4.66 -23.78 15.65
66 H 4.29 -23.91 12.61
67 H 2.90 -22.83 12.36
68 H 2.51 -24.17 14.49
69 H 2.81 -22.43 14.80
70 C 6.25 -26.20 19.34
71 C 7.02 -26.40 18.03
72 O 6.11 -26.84 17.05
73 C 6.71 -27.02 15.77
74 C 5.63 -27.29 14.76
75 H 6.92 -25.71 20.05
76 H 5.43 -25.49 19.18
77 H 5.90 -27.14 19.75
78 H 7.52 -25.43 17.83
79 H 7.79 -27.16 18.22
80 H 7.28 -26.11 15.52
81 H 7.40 -27.88 15.83
82 H 5.10 -28.21 15.02
83 H 6.07 -27.39 13.77
84 H 4.84 -26.54 14.78
85 C 3.61 -18.30 14.75
86 C 2.59 -19.12 15.51
87 O 3.05 -19.53 16.80
88 C 2.07 -20.34 17.48
89 C 2.68 -20.91 18.74
90 H 4.45 -18.93 14.43
91 H 3.10 -17.87 13.89
92 H 4.00 -17.51 15.39
93 H 1.67 -18.50 15.56
94 H 2.29 -19.99 14.89
95 H 1.23 -19.67 17.71
96 H 1.76 -21.17 16.83
97 H 3.17 -20.15 19.34
98 H 3.38 -21.70 18.46
99 H 1.91 -21.35 19.37

(5)
The following is a DFT calculation (wB97M-V/def2-TZVPD) of a cluster of 7 separate species, C23H53Br2NO7PS6 in total in a non-equilibrium geometry.

## Properties
LUMO level in eV: -3.64
HOMO in eV: -10.11
Net charge: +1
Kohn-Sham gap in eV: 6.5

Cartesian coordinates (Å):
1 C 3.99 0.66 1.20
2 C 2.54 0.71 0.58
3 O 1.70 1.73 1.20
4 C 0.37 1.24 1.04
5 C -0.71 2.42 0.89
6 N -1.72 1.95 -0.07
7 C -1.76 2.38 -1.39
8 Br -0.44 3.64 -2.09
9 C -2.76 1.92 -2.35
10 C -3.75 0.94 -1.90
11 C -3.70 0.44 -0.49
12 P -4.97 -0.84 -0.03
13 C -6.49 -0.09 0.78
14 C -4.26 -2.26 0.95
15 C -2.67 1.02 0.37
16 Br -2.66 0.41 2.24
17 H 4.39 -0.37 0.97
18 H 3.88 0.73 2.31
19 H 4.67 1.43 0.75
20 H 2.52 0.95 -0.53
21 H 2.10 -0.32 0.70
22 H 0.14 0.55 1.90
23 H 0.31 0.68 0.05
24 H -1.15 2.69 1.89
25 H -0.13 3.32 0.57
26 H -2.79 2.30 -3.40
27 H -4.53 0.56 -2.60
28 H -7.25 -0.90 0.89
29 H -6.21 0.42 1.74
30 H -6.87 0.70 0.07
31 H -4.76 -3.24 0.77
32 H -3.15 -2.38 0.77
33 H -4.35 -2.01 2.05
34 C -1.80 -4.93 3.84
35 S -1.78 -3.26 4.53
36 O -3.11 -2.65 4.23
37 C -0.61 -2.58 3.35
38 H -2.51 -5.53 4.40
39 H -2.10 -4.90 2.79
40 H -0.80 -5.37 3.93
41 H -0.99 -2.70 2.33
42 H 0.35 -3.09 3.45
43 H -0.48 -1.52 3.57
44 C 0.92 3.31 4.69
45 S 2.15 2.12 4.13
46 O 1.60 0.76 4.37
47 C 3.35 2.47 5.43
48 H 0.05 3.25 4.04
49 H 0.62 3.09 5.72
50 H 1.34 4.32 4.64
51 H 2.90 2.29 6.41
52 H 3.68 3.50 5.35
53 H 4.20 1.80 5.30
54 C -2.02 -3.42 -4.05
55 S -2.01 -1.77 -3.33
56 O -3.35 -1.15 -3.62
57 C -0.83 -1.06 -4.50
58 H -2.73 -4.03 -3.50
59 H -2.32 -3.36 -5.10
60 H -1.02 -3.85 -3.97
61 H -1.21 -1.16 -5.51
62 H 0.13 -1.57 -4.40
63 H -0.70 -0.01 -4.26
64 C -0.25 -6.25 -7.81
65 S -0.16 -4.46 -7.63
66 O -1.32 -4.04 -6.79
67 C -0.58 -4.08 -9.34
68 H -0.06 -6.71 -6.84
69 H -1.24 -6.54 -8.16
70 H 0.51 -6.58 -8.52
71 H -1.55 -4.51 -9.59
72 H 0.19 -4.49 -10.00
73 H -0.62 -3.00 -9.46
74 C 5.58 -1.42 4.42
75 S 7.28 -1.27 3.84
76 O 7.24 -0.60 2.51
77 C 7.53 -3.03 3.56
78 H 5.19 -0.42 4.62
79 H 4.96 -1.90 3.65
80 H 5.55 -2.01 5.34
81 H 6.80 -3.40 2.84
82 H 7.45 -3.57 4.50
83 H 8.53 -3.17 3.15
84 C -1.46 7.95 -0.53
85 S 0.23 7.60 0.00
86 O 0.57 8.57 1.07
87 C 1.02 8.15 -1.52
88 H -2.14 7.72 0.29
89 H -1.55 9.01 -0.79
90 H -1.71 7.33 -1.39
91 H 0.77 9.19 -1.71
92 H 0.69 7.53 -2.35
93 H 2.10 8.05 -1.40